This record from the OMol25 dataset describes a 4-piece molecular cluster, C19H18FO14PS overall. The level of theory is the ωB97M-V functional and the def2-TZVPD basis.

The geometry in XYZ format:
```
54
Properties=species:S:1:pos:R:3
O -1.3276 2.1672 -2.0062
C -1.4593 1.8526 -3.1809
C -0.8864 0.6757 -3.7846
C -1.0715 0.4585 -5.0935
O -0.5888 -0.5903 -5.7422
C -1.8727 1.3992 -5.9588
O -1.9787 1.1191 -7.1382
C -2.4723 2.5709 -5.3440
C -2.2778 2.7877 -4.0377
O -2.7686 3.8307 -3.3807
H -0.3141 0.0098 -3.1533
H -0.8702 -0.4895 -6.6714
H -3.0527 3.2355 -5.9680
H -2.4483 3.7421 -2.4624
O 6.2214 0.4778 7.0002
C 5.6878 -0.5419 6.6027
C 6.0779 -1.8801 6.9979
C 5.4218 -2.9285 6.4808
O 5.6989 -4.1887 6.7731
C 4.2873 -2.7640 5.4958
O 3.7726 -3.7845 5.0777
C 3.8853 -1.4245 5.1151
C 4.5417 -0.3783 5.6335
O 4.2584 0.8852 5.3496
H 6.8917 -1.9883 7.7005
H 5.0740 -4.7308 6.2525
H 3.0692 -1.3154 4.4171
H 4.8932 1.4233 5.8622
O -3.2790 -0.4921 -2.3963
C -4.2952 -0.3954 -1.7305
C -4.6878 0.7945 -1.0075
C -5.8273 0.7790 -0.3009
O -6.2757 1.8095 0.3951
C -6.7164 -0.4415 -0.2300
O -7.7196 -0.3490 0.4523
C -6.3275 -1.6281 -0.9647
C -5.1893 -1.6115 -1.6728
O -4.7450 -2.6391 -2.3769
H -4.0403 1.6589 -1.0554
H -7.1122 1.5160 0.8072
H -6.9733 -2.4932 -0.9166
H -3.9021 -2.3526 -2.7801
C 2.1604 1.9957 -1.4019
S 2.7593 0.3208 -1.5038
O 1.8557 -0.4523 -2.3309
O 4.1420 0.3651 -1.9304
P 2.7169 -0.4793 0.5700
F 2.6975 -1.0785 2.0953
H 1.0826 1.9948 -1.5553
H 2.6811 2.5601 -2.1704
H 2.3795 2.4030 -0.4167
H 1.3729 -0.8116 0.3838
H 3.7076 -1.3700 0.1654
H 3.1428 0.7662 1.0351
```

Computed properties:
highest occupied orbital energy: -0.351 Ha
net charge: 0
SMILES: O=C1C=C(O)C(=O)C=C1O.O=C1C=C(O)C(=O)C=C1O.O=C1C=C(O)C(=O)C=C1O.CS(=O)(=O)[PH3]F
largest force on an atom: 0.52 eV/A
HOMO-LUMO gap: 7.9 eV
E: -2627.540943 Eh

This record from the OMol25 dataset describes a 2-piece molecular cluster, C5H10O2 overall. The level of theory is the ωB97M-V functional and the def2-TZVPD basis.

The geometry in XYZ format:
```
17
Properties=species:S:1:pos:R:3
C 1.4396 1.4911 -0.5684
O 1.3738 0.5044 0.2803
C 0.5516 -0.4944 0.2833
C 0.2586 -1.3889 1.4512
O -1.1006 -1.4996 0.9833
C -0.9044 -0.5693 -0.1073
C -1.7568 0.6790 0.0545
H 1.7667 -0.2702 -2.0904
H 0.6389 1.6445 -1.2797
H 2.2328 2.1965 -0.3769
H 1.4932 -0.9058 -1.7766
H 0.3214 -0.9219 2.4458
H 0.7564 -2.3663 1.4807
H -1.1195 -1.0552 -1.0690
H -1.6130 1.3791 -0.7752
H -2.8104 0.3838 0.0707
H -1.5283 1.1933 0.9935
```

Computed properties:
highest occupied orbital energy (spin up / spin down): -0.273 / -0.279 Ha
ΔE to the lowest compared entry with this formula, charge and spin: 618.98 kJ/mol
net charge: 0
largest force on an atom: 0.68 eV/A
HOMO-LUMO gap (spin up / spin down): 8.2 / 8.3 eV
E: -346.789677 Eh

This record from the OMol25 dataset describes a 2-piece molecular cluster, C6H8N4O overall in a non-equilibrium geometry. The level of theory is the ωB97M-V functional and the def2-TZVPD basis.

The geometry in XYZ format:
```
19
Properties=species:S:1:pos:R:3
C -3.2352 -0.2970 1.2634
C -0.7266 -0.4066 0.8797
C -0.8062 0.0164 -0.3857
C 1.5252 0.0500 -0.4421
C 1.4725 -0.4611 0.8526
C 2.7938 0.3493 -1.2771
H -3.9339 -0.6083 1.9094
H -3.6260 -0.9711 0.0360
H -3.2859 0.9329 1.0190
H -1.6305 -0.4825 2.4801
H -1.7702 0.1306 -0.9489
H 2.4324 -0.4946 1.6525
H 2.0620 1.3511 -2.8780
H 3.5586 1.2596 -3.1006
N -1.9931 -0.7779 1.6553
N 0.3157 0.2929 -1.0595
N 0.3975 -0.7322 1.4467
N 2.6017 0.8058 -2.4808
O 3.8482 0.0429 -0.6221
```

Computed properties:
highest occupied orbital energy: -0.333 Ha
ΔE to the lowest compared entry with this formula, charge and spin: 439.12 kJ/mol
net charge: 0
largest force on an atom: 12.39 eV/A
HOMO-LUMO gap: 9.2 eV
E: -527.531213 Eh

This record from the OMol25 dataset describes a 2-piece molecular cluster, C14H30NO6S2 overall in a non-equilibrium geometry. The level of theory is the ωB97M-V functional and the def2-TZVPD basis.

The geometry in XYZ format:
```
53
Properties=species:S:1:pos:R:3
C -2.7807 0.4863 -1.2559
C -2.7100 -0.6596 -2.2477
C -1.2482 -1.0227 -2.5816
C -0.7284 -1.9034 -1.4441
C 0.7638 -2.2116 -1.4769
C 1.1506 -3.0893 -0.2506
C 2.1038 -2.4506 0.7791
C 1.4481 -1.9677 2.0989
C 1.6642 -0.4975 2.4740
C 0.7814 0.5610 1.7929
C 1.3270 1.2851 0.5544
C 2.8404 1.1713 0.2555
N 3.2330 2.4888 -0.4261
C 1.9378 3.2007 -0.6556
O 2.1047 4.5422 -0.9558
C 1.1881 2.8336 0.6347
O 2.0246 3.3031 1.6809
S -0.4313 3.5680 0.5431
H -3.7050 0.4409 -0.6858
H -1.9653 0.4292 -0.5245
H -2.7528 1.4623 -1.7520
H -3.3237 -0.4952 -3.1331
H -3.1275 -1.5412 -1.7503
H -1.2327 -1.5936 -3.5161
H -0.6361 -0.1214 -2.7253
H -1.0103 -1.4843 -0.4746
H -1.2704 -2.8475 -1.5420
H 1.3726 -1.3012 -1.4961
H 0.9593 -2.8023 -2.3746
H 0.2269 -3.3188 0.2825
H 1.5604 -4.0330 -0.6100
H 2.8027 -3.2449 1.0517
H 2.7074 -1.6577 0.3299
H 1.9419 -2.5268 2.8988
H 0.3950 -2.2470 2.1669
H 2.7342 -0.2966 2.3992
H 1.4196 -0.4310 3.5373
H 0.5867 1.3246 2.5517
H -0.1981 0.1493 1.5419
H 0.8267 0.9066 -0.3417
H 3.3969 1.1897 1.1889
H 3.1649 0.3432 -0.3649
H 3.6324 2.2315 -1.3321
H 3.9454 3.0183 0.0749
H 1.4104 2.6549 -1.4411
H 1.7285 4.6965 -1.8419
H 1.4817 3.5854 2.4387
H -1.2326 2.5568 0.9325
O -5.3308 -1.4341 -0.1813
S -6.1115 -0.9403 1.0028
O -5.4666 0.3187 1.4935
O -6.0861 -1.9654 2.0799
O -7.5131 -0.6632 0.5974
```

Computed properties:
highest occupied orbital energy: -0.050 Ha
net charge: -1
largest force on an atom: 1.81 eV/A
HOMO-LUMO gap: 1.3 eV
E: -1853.868930 Eh

This record from the OMol25 dataset describes a 2-piece molecular cluster, H4N6O2S overall in a non-equilibrium geometry. The level of theory is the ωB97M-V functional and the def2-TZVPD basis.

The geometry in XYZ format:
```
13
Properties=species:S:1:pos:R:3
N -0.8529 -0.6495 -1.4960
N -3.4840 -0.2878 0.6334
N 3.2311 0.3418 0.1839
N 0.1379 -0.8091 -0.9254
N 0.5623 0.1350 0.1469
N -3.1695 0.7449 0.3460
O -3.1599 1.9383 0.4281
O -3.4199 -1.4468 0.4044
S 1.8333 -0.0690 1.1522
H 3.7704 1.1916 0.4723
H 3.7497 -0.4491 -0.1940
H 0.8322 -1.5635 -1.1463
H -0.0307 0.9231 -0.0055
```

Computed properties:
highest occupied orbital energy: -0.323 Ha
ΔE to the lowest compared entry with this formula, charge and spin: 195.79 kJ/mol
net charge: 0
largest force on an atom: 3.52 eV/A
HOMO-LUMO gap: 8.6 eV
E: -879.284811 Eh

This record from the OMol25 dataset describes the molecule C22H22N2O4 in a non-equilibrium geometry. The level of theory is the ωB97M-V functional and the def2-TZVPD basis.

The geometry in XYZ format:
```
50
Properties=species:S:1:pos:R:3
C -7.0070 -2.9009 1.1151
C -5.7491 -2.1724 0.7509
C -5.2325 -1.1751 1.5645
C -4.0822 -0.4959 1.2101
C -3.4235 -0.8060 0.0275
N -2.2600 -0.1300 -0.3678
C -1.5173 0.7553 0.3159
O -1.6895 1.1518 1.4499
C -0.3391 1.3055 -0.5259
C -0.8349 2.5655 -1.2594
C -1.5794 3.4675 -0.2986
O -2.7679 3.6238 -0.2896
O -0.7524 4.0860 0.5467
C 0.9070 1.5199 0.3401
C 1.8590 0.5336 -0.2907
C 3.1957 0.3237 0.1855
C 4.0460 -0.5499 -0.3800
C 5.4061 -0.8290 0.0287
C 6.1420 -1.7747 -0.6935
C 7.4434 -2.0793 -0.3478
C 8.0424 -1.4460 0.7292
C 7.3278 -0.5066 1.4560
C 6.0262 -0.2000 1.1127
N 1.3479 -0.0796 -1.2908
O 0.0641 0.3317 -1.5166
C -3.9258 -1.8094 -0.8122
C -3.2376 -2.1682 -2.0982
C -5.0807 -2.4712 -0.4302
H -7.8502 -2.4918 0.5576
H -6.9266 -3.9582 0.8706
H -7.2207 -2.7993 2.1761
H -5.7326 -0.9219 2.4876
H -3.6876 0.2775 1.8469
H -1.8970 -0.3841 -1.2786
H 0.0178 3.0974 -1.6846
H -1.5145 2.2656 -2.0581
H -1.2579 4.5918 1.2026
H 0.7002 1.2851 1.3864
H 1.2886 2.5402 0.2876
H 3.4759 0.9213 1.0407
H 3.6839 -1.1082 -1.2333
H 5.6781 -2.2706 -1.5341
H 7.9947 -2.8126 -0.9180
H 9.0601 -1.6827 1.0017
H 7.7911 -0.0110 2.2968
H 5.4869 0.5334 1.6917
H -3.2322 -1.3235 -2.7884
H -2.2067 -2.4764 -1.9216
H -3.7568 -2.9915 -2.5821
H -5.4742 -3.2470 -1.0725
```

Computed properties:
highest occupied orbital energy: -0.302 Ha
ΔE to the lowest compared entry with this formula, charge and spin: 212.27 kJ/mol
net charge: 0
SMILES: Cc1ccc(NC(=O)[C@@]2(CC(=O)O)CC(/C=C/c3ccccc3)=NO2)c(C)c1
largest force on an atom: 1.34 eV/A
HOMO-LUMO gap: 8.1 eV
E: -1262.008149 Eh

This record from the OMol25 dataset describes a 8-piece molecular cluster, C39H37N8O16 overall in a non-equilibrium geometry. The level of theory is the ωB97M-V functional and the def2-TZVPD basis.

The geometry in XYZ format:
```
100
Properties=species:S:1:pos:R:3
N 0.5435 0.5899 -0.6112
O 0.7781 1.7618 -0.4520
O 0.7243 -0.2564 0.3213
O 0.4401 0.1638 -1.8351
C -3.8554 2.6329 -0.6634
C -5.1014 2.4192 0.1243
C -5.0787 1.3151 1.1761
C -3.7281 0.6039 1.5759
C -2.4963 0.9557 0.7791
C -2.6273 1.9919 -0.3723
N -3.6696 -0.3351 2.6810
O -2.5724 -0.8441 3.0004
O -4.6609 -0.4547 3.5129
H -3.7888 3.4526 -1.5124
H -6.0691 2.9074 -0.1705
H -5.8833 1.0928 1.9056
H -1.3069 0.5690 1.0792
H -1.7340 2.5192 -0.9972
C 1.5924 -1.8398 -4.0883
C 2.5343 -2.3266 -5.2359
C 1.8226 -2.7009 -6.5516
C 0.2978 -2.4152 -6.7655
C -0.4806 -1.8324 -5.6491
C 0.2794 -1.5880 -4.3317
N -0.3732 -2.8279 -8.0260
O 0.2910 -3.4758 -8.8477
O -1.5051 -2.4763 -8.2113
H 1.9265 -1.4640 -3.2466
H 3.5435 -2.5371 -4.9528
H 2.3121 -3.2263 -7.3407
H -1.5667 -1.7800 -5.5483
H -0.3672 -0.9483 -3.6448
C 2.0070 -0.1851 5.1309
C 2.8009 0.4451 6.2014
C 3.7715 1.5292 5.6976
C 3.8186 2.1072 4.2634
C 3.0843 1.1222 3.2288
C 2.1881 0.0020 3.7397
N 4.6497 3.1473 3.8293
O 5.3242 3.7950 4.7204
O 4.7376 3.3507 2.6122
H 1.3956 -0.9191 5.2683
H 2.7365 0.4686 7.2495
H 4.2971 2.1563 6.4227
H 3.1123 1.0231 2.2831
H 1.6237 -0.5119 3.0817
C 1.3567 5.5106 3.6915
C 1.2530 4.8148 2.2888
C -0.0199 5.0271 1.4848
C -1.1001 5.9458 1.9115
C -1.0006 6.6649 3.3584
C 0.2896 6.3835 4.1417
N -2.2568 6.1349 1.0250
O -2.1756 5.6684 -0.1624
O -3.1857 6.8198 1.5109
H 2.0100 5.2606 4.4542
H 1.9099 4.1682 1.9103
H -0.1089 4.3779 0.5537
H -1.8476 7.3410 3.7233
H 0.3849 6.9931 5.0856
C -2.0588 -3.9676 2.1649
C -1.1322 -3.1742 1.1619
C -1.1534 -3.4255 -0.3137
C -1.9193 -4.4983 -0.8357
C -2.7793 -5.3510 0.0108
C -2.7574 -5.0336 1.4698
N -1.9895 -4.5933 -2.3784
O -1.3394 -3.8154 -3.0643
O -2.6627 -5.5624 -2.8598
H -2.2439 -3.9447 3.1042
H -0.3459 -2.4211 1.5399
H -0.6825 -2.7837 -1.0031
H -3.3876 -6.0230 -0.4518
H -3.3897 -5.6985 2.0256
C 2.7163 -3.6490 0.1598
C 2.8800 -5.1395 -0.1998
C 3.7100 -5.9444 0.8550
C 4.1598 -5.2572 2.1961
C 3.7563 -3.9074 2.4351
C 3.0478 -3.0256 1.3668
N 4.7665 -6.0409 3.1915
O 4.7456 -7.3237 3.0293
O 5.2248 -5.5220 4.1390
H 2.1789 -3.3307 -0.7191
H 2.7420 -5.5246 -1.0931
H 4.0711 -7.0283 0.6421
H 3.7081 -3.4791 3.4732
H 2.7539 -1.8836 1.4381
C -1.5451 1.8104 -4.0621
O -2.2240 1.0136 -4.7634
N -1.9352 3.0820 -3.8629
C -1.0885 3.9754 -3.1476
C -3.2057 3.5761 -4.5810
H -0.5520 1.5827 -3.8767
H -0.1575 3.6064 -2.6699
H -1.6019 4.6234 -2.4358
H -0.6043 4.5159 -3.7995
H -3.0800 3.9960 -5.4814
H -3.7582 4.3980 -3.9830
H -4.1441 2.8811 -4.6284
```

Computed properties:
highest occupied orbital energy: -0.245 Ha
ΔE to the lowest compared entry with this formula, charge and spin: 0.00 kJ/mol
net charge: -1
largest force on an atom: 12.99 eV/A
HOMO-LUMO gap: 6.7 eV
E: -3148.884310 Eh

This record from the OMol25 dataset describes the molecule C2H4N2O2. The level of theory is the ωB97M-V functional and the def2-TZVPD basis.

The geometry in XYZ format:
```
10
Properties=species:S:1:pos:R:3
N 1.8125 0.1432 -0.0575
C 0.5032 -0.0118 0.4750
O 0.2284 -0.1010 1.6505
N -0.4597 0.0034 -0.5219
C -1.8204 -0.0304 -0.2441
O -2.6661 0.1186 -1.0921
H 2.2274 -0.7733 -0.2153
H 2.3831 0.5996 0.6457
H -0.1826 0.2547 -1.4620
H -2.0258 -0.2030 0.8217
```

Computed properties:
highest occupied orbital energy: -0.382 Ha
ΔE to the lowest compared entry with this formula, charge and spin: 48.62 kJ/mol
net charge: 0
SMILES: NC(=O)NC=O
largest force on an atom: 0.53 eV/A
HOMO-LUMO gap: 11.1 eV
E: -338.634678 Eh